P.
{"formula": "C6H8N2O2", "method": "the ωB97M-V functional and the def2-TZVPD basis", "mol_weight_g_mol": 140.14, "e_homo_ev": [-9.4037, -8.1093], "orbital_gap_ev": [9.30, 7.51], "species": ["C", "C", "C", "C", "C", "C", "N", "N", "O", "O", "H", "H", "H", "H", "H", "H", "H", "H"], "coordinates": [[-2.288, -0.073, 0.209], [-1.541, -1.167, 0.355], [-0.208, 1.343, -0.148], [0.553, 0.262, 0.080], [-1.713, 1.186, -0.278], [-0.044, -1.130, -0.004], [2.797, -0.963, -0.053], [1.983, 0.423, 0.183], [4.001, -0.876, 0.269], [2.531, 1.345, 0.727], [-3.249, 0.042, 0.567], [-1.940, -2.125, 0.785], [0.195, 2.456, -0.046], [-2.046, 1.348, -1.376], [-2.188, 2.140, 0.100], [0.604, -1.717, 0.658], [-0.027, -1.422, -0.965], [2.580, -1.070, -1.063]], "mulliken_charge": [-0.490, -0.517, -0.443, 0.371, -0.481, -0.633, 0.085, 0.393, -0.469, -0.527, 0.455, 0.335, 0.251, 0.239, 0.340, 0.480, 0.342, 0.270]}

---

Q.
{"formula": "C6H8N2O2", "method": "the ωB97M-V functional and the def2-TZVPD basis", "mol_weight_g_mol": 140.14, "e_homo_ev": -9.9108, "orbital_gap_ev": 10.45, "species": ["C", "C", "N", "C", "O", "C", "C", "C", "N", "H", "H", "H", "H", "H", "H", "O", "H", "H"], "coordinates": [[-1.323, -1.727, 0.034], [-0.237, -0.828, -0.487], [-0.498, 0.531, -1.053], [-1.489, 1.165, -0.228], [-2.534, 1.640, -0.566], [-0.694, 1.082, 1.067], [0.328, 0.342, 0.209], [1.783, 0.690, 0.220], [2.495, 0.372, -0.867], [-1.800, -1.357, 0.949], [-2.098, -1.851, -0.734], [-0.889, -2.713, 0.248], [0.481, -1.342, -1.130], [-0.350, 2.073, 1.388], [-1.150, 0.554, 1.913], [2.400, 0.697, 1.297], [2.108, 0.580, -1.779], [3.466, 0.091, -0.481]], "mulliken_charge": [-1.430, 0.185, -0.637, 0.460, -0.540, -0.678, 1.092, 0.077, -0.471, 0.335, 0.320, 0.397, 0.464, 0.293, 0.228, -0.647, 0.264, 0.286]}

---

R.
{"formula": "C6H8N2O2", "method": "the ωB97M-V functional and the def2-TZVPD basis", "mol_weight_g_mol": 140.14, "e_homo_ev": -9.4117, "orbital_gap_ev": 9.91, "species": ["O", "C", "C", "N", "C", "C", "C", "C", "N", "H", "H", "H", "H", "H", "H", "O", "H", "H"], "coordinates": [[-0.999, 2.132, -0.341], [-0.663, 1.112, 0.547], [-1.649, -0.072, 0.656], [-1.760, -0.467, -0.781], [-0.400, -1.002, -0.623], [-0.427, -1.028, 0.864], [0.375, 0.066, 0.159], [1.849, 0.179, 0.182], [2.648, -0.510, -0.594], [-1.374, 1.693, -1.119], [-0.436, 1.552, 1.525], [-2.569, -0.014, 1.244], [-2.408, -1.248, -0.861], [0.083, -1.654, -1.349], [-0.112, -1.736, 1.629], [2.303, 1.415, 0.154], [2.383, -1.489, -0.658], [3.157, 1.071, -0.633]], "mulliken_charge": [-0.601, -0.346, -0.214, -0.655, -0.525, -0.312, 0.646, 0.234, -0.780, 0.388, 0.442, 0.509, 0.299, 0.383, 0.404, -0.591, 0.195, 0.525]}

---

S.
{"formula": "C6H8N2O2", "method": "the ωB97M-V functional and the def2-TZVPD basis", "mol_weight_g_mol": 140.14, "e_homo_ev": -9.9276, "smiles": "O=C1CN2C(=O)CC[C@H]2N1", "orbital_gap_ev": 10.58, "species": ["O", "C", "C", "N", "C", "O", "C", "C", "C", "N", "H", "H", "H", "H", "H", "H", "H", "H"], "coordinates": [[2.838, -1.235, 1.250], [1.766, -0.787, 0.885], [0.693, -0.137, 1.701], [-0.414, -0.200, 0.784], [-1.219, 0.883, 0.578], [-1.586, 1.695, 1.416], [-1.492, 1.130, -0.886], [-0.411, 0.263, -1.529], [-0.066, -0.806, -0.489], [1.364, -1.051, -0.383], [0.959, 0.865, 1.984], [0.551, -0.677, 2.632], [-2.501, 0.824, -1.098], [-1.387, 2.196, -1.220], [-0.741, -0.172, -2.478], [0.483, 0.855, -1.677], [-0.605, -1.750, -0.724], [1.767, -1.898, -0.747]], "mulliken_charge": [-0.639, 0.361, -0.307, 0.077, 0.290, -0.630, -0.309, -0.833, -0.076, -0.231, 0.266, 0.292, 0.256, 0.279, 0.336, 0.310, 0.259, 0.298]}

---

Stability order, top to bottom: S, Q, R, P

---

P.
{"formula": "C6H8N2O2", "method": "the ωB97M-V functional and the def2-TZVPD basis", "mol_weight_g_mol": 140.14, "e_homo_ev": -8.9369, "smiles": "O=CCCOc1cc[nH]n1", "orbital_gap_ev": 9.90, "species": ["O", "C", "C", "C", "O", "C", "C", "C", "N", "N", "H", "H", "H", "H", "H", "H", "H", "H"], "coordinates": [[2.507, 0.809, 0.630], [1.720, 1.104, -0.237], [1.289, 0.197, -1.321], [-0.192, -0.053, -1.770], [-0.832, -0.986, -0.882], [-0.875, -0.679, 0.457], [-1.457, -1.420, 1.543], [-1.385, -0.500, 2.596], [-0.796, 0.620, 2.120], [-0.488, 0.525, 0.834], [1.356, 2.104, -0.392], [1.764, -0.663, -1.054], [1.754, 0.381, -2.233], [-0.562, 0.930, -1.799], [-0.099, -0.340, -2.767], [-1.847, -2.418, 1.372], [-1.753, -0.679, 3.519], [-0.666, 1.585, 2.453]], "mulliken_charge": [-0.541, 0.212, -1.092, -0.469, -0.417, 0.649, -0.523, -0.591, -0.122, -0.402, 0.375, 0.422, 0.561, 0.324, 0.460, 0.373, 0.521, 0.258]}

---

Q.
{"formula": "C6H8N2O2", "method": "the ωB97M-V functional and the def2-TZVPD basis", "mol_weight_g_mol": 140.14, "e_homo_ev": [-7.0354, -7.0348], "orbital_gap_ev": [7.15, 7.15], "species": ["C", "C", "C", "C", "C", "C", "N", "N", "O", "O", "H", "H", "H", "H", "H", "H", "H", "H"], "coordinates": [[1.415, 0.501, -1.704], [0.129, 1.088, -1.854], [1.750, -0.353, -0.695], [-1.035, 0.504, -0.949], [-1.009, -0.595, 2.272], [-0.712, 0.004, 0.394], [-0.511, 0.588, 1.645], [-1.133, -1.183, 0.970], [-0.155, 1.853, -2.778], [3.000, -0.777, -0.549], [2.143, 0.749, -2.482], [-1.797, 1.397, -0.869], [-1.495, -0.191, -1.699], [-0.295, -1.214, 2.705], [-1.947, -0.440, 2.747], [-0.719, 1.631, 1.924], [3.192, -1.361, 0.103], [-0.820, -2.202, 0.821]], "mulliken_charge": [-0.135, 0.285, -0.503, -0.369, -0.269, 0.273, -0.306, -0.381, -0.642, -0.401, 0.366, 0.227, 0.262, 0.321, 0.275, 0.318, 0.338, 0.340]}

---

Stability order, top to bottom: P, Q

---

P.
{"formula": "C5H7F3N2", "method": "the ωB97M-V functional and the def2-TZVPD basis", "mol_weight_g_mol": 152.12, "e_homo_ev": -9.5377, "smiles": "CN(C)[C@@H](C#N)C(F)(F)F", "orbital_gap_ev": 10.21, "species": ["C", "N", "C", "C", "C", "N", "C", "F", "F", "F", "H", "H", "H", "H", "H", "H", "H"], "coordinates": [[1.575, -0.878, 0.158], [0.796, 0.328, 0.124], [0.687, 0.970, -1.149], [-0.361, 0.280, 0.858], [-0.945, 1.610, 0.966], [-1.555, 2.583, 1.123], [-1.684, -0.900, 0.206], [-2.979, -0.526, 0.024], [-1.265, -1.404, -1.006], [-1.631, -1.937, 0.952], [1.296, -1.496, -0.722], [2.725, -0.652, 0.074], [1.651, -1.530, 0.985], [0.046, 0.541, -1.985], [0.205, 1.892, -0.963], [1.725, 1.129, -1.519], [-0.285, -0.009, 1.874]], "mulliken_charge": [-1.005, -0.033, -0.932, -0.031, -0.035, -0.441, 0.811, -0.274, -0.280, -0.248, 0.320, 0.313, 0.374, 0.260, 0.374, 0.321, 0.504]}

---

Q.
{"formula": "C5H7F3N2", "method": "the ωB97M-V functional and the def2-TZVPD basis", "mol_weight_g_mol": 152.12, "e_homo_ev": [-8.1160, -8.1151], "orbital_gap_ev": [8.93, 8.93], "species": ["C", "C", "C", "C", "C", "N", "N", "F", "F", "F", "H", "H", "H", "H", "H", "H", "H"], "coordinates": [[0.816, -0.649, -0.235], [-0.629, -1.215, 0.182], [0.637, 0.827, 0.067], [-1.505, -0.003, 0.108], [-2.957, -0.108, 0.013], [-1.081, 2.420, -0.158], [-0.864, 1.144, 0.004], [-3.441, -0.882, 0.981], [-3.621, 1.032, 0.098], [-3.377, -0.634, -1.167], [1.767, -0.858, 0.265], [0.899, -0.868, -1.338], [-1.028, -2.122, -0.308], [-0.555, -1.289, 1.275], [0.911, 1.020, 1.148], [1.273, 1.435, -0.578], [-2.033, 2.715, 0.039]], "mulliken_charge": [-0.558, -0.520, -0.623, 0.149, 0.844, -1.250, 0.701, -0.275, -0.300, -0.287, 0.340, 0.262, 0.403, 0.241, 0.299, 0.344, 0.229]}

---

Stability order, top to bottom: P, Q